[1]
Molecular formula: H12O6
Method: DFT, ωB97M-V with the def2-TZVPD basis set

The geometry in XYZ format:
```
18
Properties=species:S:1:pos:R:3:nbo_charge:R:1
H -0.839 0.606 -1.932 0.491
H 0.432 -3.018 0.150 0.488
H -0.449 -2.508 1.270 0.477
H -2.414 2.730 1.529 0.482
H -0.425 0.029 -3.269 0.457
O -2.474 1.818 1.246 -0.942
O 2.384 -1.873 -0.973 -0.938
H -0.738 0.919 0.637 0.493
O -0.132 -2.285 0.395 -0.954
H -2.635 1.327 2.052 0.471
H 1.584 -1.894 -1.498 0.469
H 3.058 -2.235 -1.548 0.470
O 1.470 2.342 1.477 -0.964
H 1.342 1.790 2.248 0.455
O -0.083 0.607 0.014 -0.993
H -0.039 -0.337 0.163 0.501
H 1.146 1.814 0.748 0.493
O -1.188 0.168 -2.708 -0.955
```

Properties
SMILES string	O.O.O.O.O.O
net charge	0
multiplicity	1
E_HOMO	-10.70	eV
E_LUMO	0.24	eV
strongest force on any atom	0.9	eV/Å
energy above the lowest of the compared OMol25 structures with the same formula, charge and spin	26.7	kcal per mole
Kohn-Sham gap	10.9423	eV
total energy	-458.62993	a.u.

---

[2]
Molecular formula: H13LiO7
Method: DFT, ωB97M-V with the def2-TZVPD basis set

The geometry in XYZ format:
```
21
Properties=species:S:1:pos:R:3:nbo_charge:R:1
H 2.851 -1.359 0.541 0.502
H 0.196 -3.004 0.171 0.445
H -1.778 1.366 -0.389 0.496
H -1.673 -0.407 1.049 0.473
H -0.443 0.827 3.072 0.495
H -0.683 -0.471 -1.555 0.490
O -0.617 -2.776 0.588 -0.974
H -0.670 -1.784 0.483 0.463
H 1.964 1.038 -1.695 0.484
O -1.265 -0.372 0.001 -1.319
H 1.512 2.045 -0.783 0.480
Li 0.327 -0.199 0.338 0.884
O -0.451 -0.646 -2.465 -0.952
H 1.815 -1.601 1.753 0.504
H -0.471 1.499 1.700 0.483
O -2.062 2.153 -0.747 -0.976
O 2.014 -0.993 1.016 -0.983
O 1.222 1.174 -1.101 -0.946
H -1.462 2.552 -1.376 0.460
O -0.264 0.741 2.132 -0.958
H -0.062 0.219 -2.733 0.447
```

Properties
net charge	0
multiplicity	1
E_HOMO	-9.24	eV
E_LUMO	-0.58	eV
strongest force on any atom	5.6	eV/Å
energy above the lowest of the compared OMol25 structures with the same formula, charge and spin	28.8	kcal per mole
Kohn-Sham gap	8.6621	eV
total energy	-542.00519	a.u.

---

[3]
Molecular formula: H13NO5
Method: DFT, ωB97M-V with the def2-TZVPD basis set

The geometry in XYZ format:
```
19
Properties=species:S:1:pos:R:3:nbo_charge:R:1
H 0.882 1.481 -0.485 0.395
O 0.822 0.691 0.076 -1.095
H -2.683 1.211 2.059 0.464
H -2.058 -1.978 3.282 0.466
N 2.744 0.797 -2.721 -1.393
H -0.537 -0.109 2.797 0.460
O -0.032 0.701 2.937 -0.990
O -0.476 -0.657 -2.689 -1.119
H -2.054 0.779 0.758 0.482
H 3.554 0.593 -2.141 0.336
O -2.898 0.751 1.234 -0.980
H 2.478 1.759 -2.559 0.274
H 0.540 0.719 2.144 0.504
H -2.053 -3.414 2.815 0.462
H -0.167 0.179 -3.064 0.420
H 0.559 -0.003 -0.550 0.489
O -1.462 -2.668 2.960 -0.947
H 3.002 0.606 -3.683 0.323
H -0.160 -1.436 -3.171 0.449
```

Properties
net charge	-1
multiplicity	2
E_HOMO (spin up / spin down)	0.75 / -6.15	eV
E_LUMO (spin up / spin down)	3.00 / 2.92	eV
strongest force on any atom	1.2	eV/Å
energy above the lowest of the compared OMol25 structures with the same formula, charge and spin	13.4	kcal per mole
Kohn-Sham gap (spin up / spin down)	2.2484 / 9.0751	eV
total energy	-438.71130	a.u.

---

[4]
Molecular formula: H13NO5
Method: DFT, ωB97M-V with the def2-TZVPD basis set

The geometry in XYZ format:
```
19
Properties=species:S:1:pos:R:3:nbo_charge:R:1
O -0.337 -0.316 2.647 -0.958
O -3.129 2.497 -0.964 -0.936
H -3.392 3.226 -1.533 0.468
H -0.114 -0.600 3.536 0.461
H -3.026 -1.968 -1.530 0.466
N 3.113 1.797 0.893 -1.083
H 3.358 2.752 0.646 0.359
O 1.234 -2.655 -1.939 -0.955
H -2.737 -2.849 -0.333 0.472
O 0.735 -0.104 -0.030 -0.968
H 1.096 -1.709 -1.839 0.482
O -2.355 -2.139 -0.862 -0.937
H 4.042 1.377 0.945 0.361
H -0.053 0.267 -0.452 0.473
H 0.331 -0.646 2.034 0.493
H 0.517 -3.084 -1.467 0.471
H 2.726 1.792 1.829 0.369
H -3.330 1.695 -1.456 0.468
H 1.319 0.666 -0.127 0.494
```

Properties
SMILES string	N.O.O.O.O.O
net charge	0
multiplicity	1
E_HOMO	-10.65	eV
E_LUMO	0.43	eV
strongest force on any atom	1.0	eV/Å
energy above the lowest of the compared OMol25 structures with the same formula, charge and spin	28.8	kcal per mole
Kohn-Sham gap	11.0829	eV
total energy	-438.73650	a.u.

---

[5]
Molecular formula: H13O6
Method: DFT, ωB97M-V with the def2-TZVPD basis set

The geometry in XYZ format:
```
19
Properties=species:S:1:pos:R:3:nbo_charge:R:1
H 1.016 -2.581 -0.317 0.453
H 1.133 1.092 -2.337 0.465
H -1.570 0.203 1.821 0.464
H -0.385 0.588 0.064 -0.004
O -0.285 2.635 -0.303 -0.893
O -0.734 0.007 1.459 -0.944
H -0.400 2.988 0.666 0.454
O 1.660 -0.216 1.306 -1.000
H 0.016 0.289 -1.708 0.478
H 2.493 -0.923 1.688 0.464
H -0.293 -0.300 2.293 0.498
O 0.675 0.960 -1.503 -0.939
H 0.055 -1.478 -0.598 0.472
H -1.418 -0.818 -0.230 0.492
O -1.407 -1.379 -0.951 -0.942
H -1.266 2.846 -0.500 0.456
O 0.999 -1.658 -0.511 -0.981
H 1.702 -0.079 0.326 0.526
H -1.991 -2.176 -0.663 0.482
```

Properties
net charge	0
multiplicity	2
E_HOMO (spin up / spin down)	-6.09 / -9.25	eV
E_LUMO (spin up / spin down)	0.66 / -0.05	eV
strongest force on any atom	5.9	eV/Å
energy above the lowest of the compared OMol25 structures with the same formula, charge and spin	95.5	kcal per mole
Kohn-Sham gap (spin up / spin down)	6.7542 / 9.1994	eV
total energy	-458.97417	a.u.

---

[6]
Molecular formula: H13O6
Method: DFT, ωB97M-V with the def2-TZVPD basis set

The geometry in XYZ format:
```
19
Properties=species:S:1:pos:R:3:nbo_charge:R:1
H -0.113 2.781 -1.153 0.543
H 0.009 -0.967 -2.297 0.476
O -1.651 1.098 0.952 -0.973
H 0.603 1.292 -0.864 0.567
O -1.683 -1.510 0.467 -0.989
O -0.248 1.857 -0.906 -0.842
H 2.797 1.640 -0.056 0.512
H -1.920 0.177 0.806 0.531
H -2.117 -2.351 0.503 0.505
H 1.604 -1.879 1.609 0.495
O 2.053 1.077 -0.286 -0.989
O 1.129 -1.120 1.262 -0.982
O 0.388 -1.404 -1.510 -0.964
H 1.916 0.404 0.418 0.534
H 0.209 -1.199 1.531 0.501
H -1.157 -1.508 -0.334 0.510
H -0.935 1.701 -0.151 0.547
H 1.270 -1.590 -1.855 0.500
H -1.948 1.405 1.810 0.520
```

Properties
net charge	+1
multiplicity	1
E_HOMO	-15.12	eV
E_LUMO	-3.14	eV
strongest force on any atom	1.5	eV/Å
energy above the lowest of the compared OMol25 structures with the same formula, charge and spin	9.9	kcal per mole
Kohn-Sham gap	11.9795	eV
total energy	-459.00258	a.u.

---

> Which value of total energy does entry 2 give?

-542.00519 a.u.

---

> What is the total energy in the first record?

-458.62993 a.u.

---

> Among the records above, which one has the lowest total energy?

H13LiO7